# 1
{
  "formula": "C57H133N9O17",
  "method": "the ωB97M-V functional and the def2-TZVPD basis",
  "symbols": ["C", "C", "C", "C", "C", "C", "C", "C", "C", "N", "O", "H", "H", "H", "H", "H", "H", "H", "H", "H", "H", "H", "H", "H", "H", "H", "H", "H", "H", "H", "C", "C", "C", "C", "C", "C", "C", "C", "C", "N", "O", "H", "H", "H", "H", "H", "H", "H", "H", "H", "H", "H", "H", "H", "H", "H", "H", "H", "H", "H", "C", "C", "C", "C", "C", "C", "C", "C", "C", "N", "O", "H", "H", "H", "H", "H", "H", "H", "H", "H", "H", "H", "H", "H", "H", "H", "H", "H", "H", "H", "C", "C", "C", "C", "C", "C", "C", "C", "C", "N", "O", "H", "H", "H", "H", "H", "H", "H", "H", "H", "H", "H", "H", "H", "H", "H", "H", "H", "H", "H", "C", "C", "C", "C", "C", "C", "C", "C", "C", "N", "O", "H", "H", "H", "H", "H", "H", "H", "H", "H", "H", "H", "H", "H", "H", "H", "H", "H", "H", "H", "N", "C", "N", "O", "H", "H", "H", "H", "N", "C", "N", "O", "H", "H", "H", "H", "O", "C", "C", "O", "H", "H", "H", "H", "H", "H", "O", "C", "C", "O", "H", "H", "H", "H", "H", "H", "O", "C", "C", "O", "H", "H", "H", "H", "H", "H", "O", "C", "C", "O", "H", "H", "H", "H", "H", "H", "O", "C", "C", "O", "H", "H", "H", "H", "H", "H"],
  "positions_angstrom": [[8.21, 18.79, 21.98], [9.31, 17.77, 21.94], [10.58, 18.47, 22.64], [8.88, 16.57, 22.88], [9.84, 15.36, 22.70], [10.07, 14.99, 21.21], [10.46, 16.16, 20.25], [11.91, 16.49, 20.51], [10.20, 15.65, 18.82], [9.54, 17.31, 20.55], [9.82, 18.39, 19.74], [7.38, 18.59, 21.30], [7.77, 18.89, 22.98], [8.58, 19.75, 21.64], [11.26, 17.79, 23.15], [11.13, 19.08, 21.92], [10.29, 19.03, 23.52], [8.91, 16.77, 23.95], [7.88, 16.30, 22.52], [10.87, 15.56, 23.01], [9.39, 14.47, 23.14], [9.13, 14.48, 20.98], [10.89, 14.28, 21.28], [12.15, 16.45, 21.57], [12.17, 17.52, 20.31], [12.67, 15.98, 19.92], [10.59, 14.64, 18.75], [10.68, 16.29, 18.08], [9.14, 15.59, 18.59], [9.04, 18.41, 19.19], [16.08, 8.68, 15.49], [16.61, 9.31, 16.84], [15.51, 9.26, 18.02], [17.84, 8.40, 17.36], [18.76, 8.96, 18.40], [19.21, 10.41, 17.97], [18.11, 11.36, 17.49], [17.43, 11.94, 18.74], [18.84, 12.52, 16.76], [17.16, 10.68, 16.57], [16.14, 11.59, 16.10], [16.80, 8.58, 14.68], [15.75, 7.68, 15.75], [15.23, 9.12, 14.97], [15.73, 9.65, 19.01], [14.76, 9.93, 17.61], [14.99, 8.32, 18.17], [17.54, 7.45, 17.80], [18.38, 7.99, 16.51], [18.24, 8.97, 19.36], [19.63, 8.32, 18.58], [19.99, 10.17, 17.24], [19.75, 10.70, 18.87], [17.29, 11.17, 19.50], [16.40, 12.21, 18.52], [17.94, 12.80, 19.18], [19.66, 12.93, 17.34], [18.21, 13.39, 16.57], [19.30, 12.15, 15.84], [15.51, 11.78, 16.80], [13.55, 13.50, 22.83], [14.53, 14.32, 23.69], [14.24, 15.80, 23.75], [14.11, 13.89, 25.12], [15.19, 14.14, 26.17], [16.58, 13.68, 25.68], [17.03, 14.18, 24.27], [17.52, 15.64, 24.23], [18.26, 13.27, 23.97], [15.92, 13.91, 23.34], [16.25, 14.28, 22.03], [13.63, 13.60, 21.75], [13.36, 12.46, 23.08], [12.56, 13.92, 22.98], [14.77, 16.28, 22.92], [13.21, 16.16, 23.71], [14.63, 16.26, 24.66], [13.18, 14.39, 25.36], [13.96, 12.81, 25.17], [15.21, 15.13, 26.63], [15.01, 13.59, 27.10], [16.58, 12.60, 25.82], [17.30, 14.01, 26.43], [16.95, 16.28, 24.90], [17.47, 16.05, 23.23], [18.57, 15.75, 24.51], [19.04, 13.34, 24.73], [18.74, 13.52, 23.02], [17.87, 12.26, 24.07], [16.51, 15.19, 22.15], [17.93, 17.10, 13.06], [17.18, 15.74, 12.60], [16.04, 15.32, 13.55], [16.33, 15.98, 11.28], [17.21, 16.32, 10.01], [18.23, 15.15, 9.78], [19.11, 14.74, 11.04], [19.67, 13.37, 10.75], [20.27, 15.69, 11.30], [18.14, 14.66, 12.23], [18.77, 14.23, 13.41], [18.92, 17.01, 13.51], [18.02, 17.77, 12.21], [17.38, 17.55, 13.89], [15.44, 14.55, 13.06], [16.46, 14.88, 14.46], [15.44, 16.22, 13.69], [15.89, 15.04, 10.94], [15.52, 16.71, 11.35], [16.42, 16.39, 9.27], [17.77, 17.25, 10.12], [18.95, 15.46, 9.03], [17.59, 14.33, 9.44], [20.17, 13.10, 11.68], [20.45, 13.34, 9.99], [18.97, 12.57, 10.52], [19.82, 16.67, 11.11], [21.14, 15.54, 10.66], [20.64, 15.69, 12.32], [18.17, 13.54, 13.69], [13.06, 21.05, 18.32], [12.98, 20.12, 17.05], [14.18, 19.26, 16.86], [11.75, 19.20, 17.25], [11.14, 18.52, 16.07], [10.88, 19.58, 14.98], [12.12, 20.44, 14.61], [13.06, 19.51, 13.83], [11.65, 21.61, 13.68], [12.77, 20.92, 15.85], [13.91, 21.75, 15.50], [13.11, 22.09, 17.99], [12.24, 20.93, 19.04], [14.03, 20.92, 18.80], [15.18, 19.67, 16.68], [14.32, 18.64, 17.75], [14.09, 18.49, 16.10], [12.08, 18.38, 17.90], [10.96, 19.74, 17.76], [11.70, 17.69, 15.65], [10.21, 18.10, 16.46], [9.97, 20.12, 15.24], [10.68, 19.00, 14.08], [12.71, 19.28, 12.82], [13.31, 18.52, 14.21], [14.06, 19.92, 13.69], [11.10, 21.26, 12.81], [12.47, 22.29, 13.43], [11.00, 22.34, 14.16], [14.56, 21.06, 15.35], [20.46, 15.45, 15.22], [20.02, 15.96, 16.32], [20.78, 15.59, 17.28], [18.98, 16.57, 16.46], [20.02, 15.57, 14.32], [21.11, 14.68, 15.25], [21.63, 15.14, 16.97], [20.57, 16.01, 18.18], [13.44, 11.86, 20.01], [12.15, 11.64, 20.04], [11.52, 12.25, 19.08], [11.59, 11.06, 20.93], [13.85, 12.72, 19.69], [13.95, 11.32, 20.69], [12.02, 12.71, 18.33], [10.53, 12.08, 19.02], [21.86, 13.69, 19.89], [20.59, 13.94, 20.33], [20.35, 15.31, 21.03], [20.51, 16.29, 20.01], [22.15, 14.49, 19.45], [19.99, 13.92, 19.42], [20.27, 13.18, 21.04], [20.81, 15.52, 21.99], [19.28, 15.43, 21.22], [20.25, 17.16, 20.32], [16.51, 17.09, 21.16], [16.47, 18.39, 20.67], [17.90, 19.11, 20.91], [18.93, 18.89, 19.93], [17.05, 16.64, 20.49], [16.01, 18.48, 19.68], [15.90, 18.94, 21.41], [18.18, 18.94, 21.95], [17.66, 20.17, 20.77], [18.71, 19.20, 19.05], [15.08, 14.25, 19.07], [14.89, 15.53, 18.57], [16.19, 15.79, 17.82], [17.35, 15.76, 18.64], [15.71, 14.33, 19.78], [14.05, 15.49, 17.88], [14.88, 16.33, 19.30], [16.04, 16.75, 17.33], [16.33, 15.04, 17.05], [18.08, 15.67, 18.02], [14.07, 13.20, 14.97], [13.27, 12.62, 16.03], [12.22, 11.67, 15.40], [12.71, 10.32, 15.19], [14.89, 12.73, 14.78], [13.86, 12.16, 16.82], [12.70, 13.41, 16.51], [11.87, 12.04, 14.44], [11.34, 11.61, 16.04], [12.32, 9.62, 15.72], [17.95, 18.96, 17.45], [18.19, 19.62, 16.19], [17.69, 21.13, 16.32], [16.76, 21.41, 15.30], [17.98, 18.02, 17.27], [19.16, 19.33, 15.77], [17.52, 19.12, 15.50], [18.60, 21.73, 16.34], [17.08, 21.24, 17.21], [16.60, 22.35, 15.23]],
  "mulliken_charge": [-2.012, 1.569, -1.266, -1.587, 0.023, -0.758, 2.915, -0.213, -1.230, -0.063, -0.200, 0.452, 0.442, 0.372, 0.150, 0.163, 0.489, 0.424, 0.447, -0.358, 0.506, 0.680, -0.579, -0.703, 0.129, -0.292, -0.171, -0.104, 0.526, 0.358, -1.977, 1.903, -1.419, -1.442, -0.885, -1.040, 2.487, -0.855, -2.319, -0.204, 0.060, 0.358, 0.467, 0.226, 0.195, 0.185, 0.527, 0.462, 0.493, 0.317, 0.493, 0.585, 0.091, 0.361, -0.253, -0.295, 0.532, -0.318, 0.833, -0.189, -0.887, 1.856, -1.496, -1.323, -0.884, -1.347, 1.837, -1.651, -2.161, -0.803, 1.539, -0.514, 0.528, 0.160, -0.301, 0.399, 0.347, 0.391, 0.456, 0.390, 0.479, 0.514, 0.412, 0.281, 0.312, 0.483, 0.479, 0.037, 0.501, -0.535, -1.511, 2.555, -1.126, -1.712, -0.806, -1.170, 1.394, -1.853, -1.228, -0.051, 0.012, 0.327, 0.421, -0.049, 0.645, -0.376, -0.015, 0.501, 0.494, 0.450, 0.285, 0.378, 0.401, 0.405, 0.373, 0.381, 0.397, 0.467, 0.084, 0.253, -1.957, 3.921, -2.262, -0.827, -0.734, -1.673, 2.049, -1.775, -2.025, 0.064, -0.516, 0.441, 0.308, 0.253, 0.452, 0.119, 0.174, -0.673, 0.676, 0.308, 0.481, 0.328, 0.481, 0.466, 0.172, 0.333, 0.376, 0.368, 0.442, 0.353, -0.281, 0.368, -0.063, -0.402, -0.395, 0.189, 0.183, 0.084, 0.662, 0.227, 0.140, -0.769, -0.463, 0.187, -0.372, 0.221, -0.683, -0.113, 0.159, -0.700, 0.471, -0.104, 0.487, 0.521, -0.417, 0.138, 0.514, -0.002, -1.076, -0.570, -0.875, 0.264, 0.372, 0.397, 0.469, 0.317, 1.640, -1.723, 1.014, 2.437, -0.721, 0.708, 0.064, -0.129, -0.800, -1.410, -0.445, 1.266, -0.736, -0.488, 0.333, -0.245, -0.278, 0.307, 0.327, 0.285, 0.018, 0.158, -0.813, -0.535, 0.160, 0.597, -0.430, 0.391, 0.237, 0.291],
  "homo_lumo_gap_ev": 8.505,
  "e_lumo_ha": 0.0148,
  "e_above_lowest_kj_mol": 0.0,
  "homo_energy_ev": -8.1
}



# 2
{
  "formula": "C69H64FeN8O9",
  "method": "the ωB97M-V functional and the def2-TZVPD basis",
  "symbols": ["Fe", "C", "C", "C", "C", "C", "O", "N", "C", "C", "C", "C", "C", "C", "C", "C", "C", "C", "C", "N", "C", "C", "C", "C", "C", "C", "C", "N", "C", "C", "C", "C", "C", "C", "N", "C", "C", "C", "C", "C", "C", "N", "C", "O", "C", "C", "C", "C", "C", "C", "C", "C", "C", "C", "C", "C", "N", "C", "O", "C", "C", "C", "C", "N", "C", "C", "C", "C", "C", "C", "N", "C", "O", "C", "C", "C", "C", "H", "H", "H", "H", "H", "H", "H", "H", "H", "H", "H", "H", "H", "H", "H", "H", "H", "H", "H", "H", "H", "H", "H", "H", "H", "H", "H", "H", "H", "H", "H", "H", "H", "H", "H", "H", "H", "H", "H", "H", "H", "H", "H", "H", "H", "H", "H", "H", "H", "H", "H", "H", "H", "H", "H", "H", "H", "H", "H", "H", "H", "H", "H", "H", "O", "C", "C", "O", "C", "C", "O", "C", "O", "O"],
  "positions_angstrom": [[0.71, -0.82, -0.72], [3.60, 2.98, -7.44], [2.61, 2.48, -6.39], [1.81, 3.69, -5.87], [3.37, 1.81, -5.24], [1.61, 1.54, -7.08], [1.49, 1.52, -8.29], [0.87, 0.76, -6.22], [-0.29, 0.00, -6.48], [-0.80, -0.14, -7.77], [-1.94, -0.89, -8.00], [-2.60, -1.51, -6.95], [-2.08, -1.39, -5.67], [-0.92, -0.66, -5.41], [-0.39, -0.67, -4.01], [-0.10, -1.90, -3.43], [-0.09, -3.15, -4.14], [-0.06, -4.13, -3.22], [0.01, -3.49, -1.93], [0.05, -2.13, -2.09], [-0.11, -4.15, -0.72], [-0.02, -3.51, 0.51], [-0.12, -4.19, 1.77], [-0.04, -3.24, 2.72], [0.13, -1.98, 2.04], [0.29, -0.77, 2.70], [0.65, 0.41, 2.06], [0.64, 0.60, 0.72], [0.89, 1.93, 0.53], [0.66, 2.61, -0.64], [0.17, 2.00, -1.79], [-0.43, 2.72, -2.88], [-0.78, 1.79, -3.80], [-0.35, 0.52, -3.29], [0.16, 0.66, -2.03], [0.90, 4.08, -0.69], [2.08, 4.53, -1.28], [2.38, 5.88, -1.34], [1.48, 6.79, -0.81], [0.29, 6.36, -0.24], [-0.02, 5.01, -0.16], [-1.22, 4.46, 0.34], [-2.26, 4.77, 1.21], [-3.11, 3.92, 1.37], [-2.34, 6.10, 1.94], [-1.05, 6.37, 2.73], [-2.69, 7.22, 0.94], [-3.48, 6.02, 2.96], [1.17, 2.57, 1.80], [0.98, 1.63, 2.74], [-0.17, -0.74, 4.13], [-1.53, -0.96, 4.34], [-2.07, -1.04, 5.61], [-1.22, -0.95, 6.71], [0.13, -0.74, 6.51], [0.67, -0.59, 5.23], [2.05, -0.40, 5.03], [3.07, 0.15, 5.80], [4.21, -0.20, 5.58], [2.81, 1.24, 6.87], [4.05, 2.15, 6.85], [2.73, 0.57, 8.27], [1.60, 2.14, 6.60], [0.15, -2.17, 0.69], [-0.51, -5.59, -0.72], [0.42, -6.56, -1.05], [0.10, -7.91, -1.06], [-1.19, -8.28, -0.74], [-2.15, -7.33, -0.42], [-1.83, -5.97, -0.39], [-2.74, -4.93, -0.12], [-3.92, -4.69, 0.57], [-4.24, -3.53, 0.74], [-4.82, -5.83, 1.07], [-4.06, -6.68, 2.12], [-6.02, -5.21, 1.78], [-5.34, -6.64, -0.13], [4.26, 3.73, -7.01], [3.07, 3.41, -8.29], [4.21, 2.15, -7.82], [2.51, 4.46, -5.52], [1.17, 3.41, -5.04], [1.20, 4.12, -6.67], [4.15, 2.49, -4.88], [3.86, 0.89, -5.57], [2.73, 1.57, -4.38], [1.13, 0.81, -5.25], [-0.29, 0.33, -8.59], [-2.31, -0.99, -9.02], [-3.51, -2.08, -7.12], [-2.60, -1.86, -4.84], [-0.11, -3.25, -5.21], [-0.08, -5.20, -3.38], [-0.22, -5.25, 1.91], [-0.05, -3.37, 3.79], [-0.59, 3.78, -2.90], [-1.31, 1.94, -4.73], [2.76, 3.80, -1.70], [3.30, 6.22, -1.80], [1.69, 7.85, -0.85], [-0.40, 7.11, 0.11], [-1.33, 3.49, 0.05], [-0.16, 6.44, 2.11], [-0.88, 5.55, 3.44], [-1.15, 7.29, 3.30], [-2.29, 7.04, -0.06], [-2.31, 8.19, 1.29], [-3.77, 7.30, 0.84], [-3.26, 5.29, 3.74], [-4.41, 5.72, 2.48], [-3.62, 7.00, 3.43], [1.46, 3.60, 1.91], [1.09, 1.73, 3.81], [-2.18, -1.08, 3.47], [-3.13, -1.21, 5.75], [-1.60, -1.07, 7.71], [0.80, -0.72, 7.37], [2.42, -0.85, 4.20], [4.96, 1.57, 6.96], [3.98, 2.88, 7.66], [4.12, 2.69, 5.90], [3.59, 0.86, 8.88], [2.74, -0.52, 8.21], [1.82, 0.88, 8.80], [1.67, 2.58, 5.60], [1.60, 2.96, 7.32], [0.64, 1.63, 6.68], [1.43, -6.24, -1.31], [0.84, -8.66, -1.32], [-1.48, -9.33, -0.76], [-3.15, -7.67, -0.22], [-2.34, -4.03, -0.33], [-3.89, -6.07, 3.01], [-3.10, -7.04, 1.77], [-4.67, -7.54, 2.40], [-5.71, -4.63, 2.65], [-6.71, -6.00, 2.10], [-6.55, -4.53, 1.11], [-4.62, -6.69, -0.95], [-6.24, -6.17, -0.53], [-5.59, -7.66, 0.17], [6.94, -0.63, -0.51], [5.74, -0.65, -0.59], [4.92, -0.49, -1.86], [5.35, -0.27, -2.98], [3.54, -0.68, -1.43], [3.46, -1.02, -0.09], [2.33, -1.37, 0.38], [4.77, -0.86, 0.56], [5.03, -0.84, 1.75], [2.44, -0.59, -2.07]],
  "lowdin_spin": [1.048, 0.000, 0.000, 0.000, 0.000, 0.000, 0.000, 0.000, 0.001, 0.000, 0.001, 0.000, 0.001, 0.001, 0.012, -0.007, -0.001, -0.005, 0.000, -0.004, 0.000, -0.001, 0.004, 0.002, 0.007, -0.013, 0.006, -0.016, 0.002, -0.003, 0.002, -0.005, 0.001, -0.003, 0.020, 0.000, 0.000, 0.000, 0.000, 0.000, 0.000, 0.000, 0.000, 0.000, 0.000, 0.000, 0.000, 0.000, 0.005, 0.002, -0.001, -0.001, 0.000, 0.000, 0.000, -0.001, 0.000, 0.000, 0.000, 0.000, 0.000, 0.000, 0.000, -0.021, 0.000, 0.000, 0.000, 0.000, 0.000, 0.000, 0.000, 0.000, 0.000, 0.000, 0.000, 0.000, 0.000, 0.000, 0.000, 0.000, 0.000, 0.000, 0.000, 0.000, 0.000, 0.000, 0.000, 0.000, 0.000, 0.000, 0.000, 0.000, 0.000, 0.000, 0.000, 0.000, 0.000, 0.000, 0.000, 0.000, 0.000, 0.000, 0.000, 0.000, 0.000, 0.000, 0.000, 0.000, 0.000, 0.000, 0.000, 0.000, 0.000, 0.000, 0.000, 0.000, 0.000, 0.000, 0.000, 0.000, 0.000, 0.000, 0.000, 0.000, 0.000, 0.000, 0.000, 0.000, 0.000, 0.000, 0.000, 0.000, 0.000, 0.000, 0.000, 0.000, 0.000, 0.000, 0.000, 0.000, 0.000, -0.005, -0.002, 0.002, -0.002, 0.003, -0.003, -0.070, -0.005, -0.004, 0.054],
  "spin_multiplicity": 2,
  "homo_lumo_gap_ev": [5.038, 5.034],
  "charge": -1,
  "e_lumo_ha": [0.0224, 0.0226],
  "homo_energy_ev": [-4.4, -4.4],
  "s_squared": 0.85
}



# 3
{
  "formula": "C6H34O12",
  "method": "the ωB97M-V functional and the def2-TZVPD basis",
  "symbols": ["C", "C", "C", "C", "C", "C", "H", "H", "H", "H", "H", "H", "H", "H", "H", "H", "H", "H", "O", "H", "H", "O", "H", "H", "O", "H", "H", "O", "H", "H", "O", "H", "H", "O", "H", "H", "O", "H", "H", "O", "H", "H", "O", "H", "H", "O", "H", "H", "O", "H", "H", "O"],
  "positions_angstrom": [[-1.62, 2.85, -0.63], [-0.47, 1.91, -0.37], [-0.73, 0.69, 0.11], [0.34, -0.33, 0.10], [0.18, -1.58, 0.53], [0.99, -2.80, 0.15], [-2.29, 3.18, 0.19], [-2.15, 2.46, -1.52], [-1.41, 3.72, -1.25], [0.49, 2.25, -0.74], [-1.75, 0.43, 0.47], [1.13, -0.11, -0.59], [-0.58, -1.79, 1.23], [1.75, -2.53, -0.60], [1.52, -3.21, 0.99], [0.27, -3.49, -0.32], [0.30, 1.12, -3.01], [-0.18, 2.29, -3.79], [-0.50, 1.72, -3.08], [-3.04, 0.10, -3.40], [-2.35, 0.53, -2.14], [-3.11, 0.00, -2.44], [1.90, -0.54, -2.76], [2.44, 0.91, -2.42], [1.82, 0.41, -2.97], [3.08, 1.21, 0.16], [3.17, -0.20, -0.43], [3.35, 0.72, -0.64], [-3.68, -1.28, 0.48], [-2.55, -1.39, 1.51], [-2.98, -1.87, 0.80], [-0.02, -2.98, 2.93], [1.58, -2.72, 3.20], [0.84, -3.34, 3.14], [1.18, -0.54, 2.46], [2.51, 0.18, 2.63], [2.00, -0.54, 3.01], [1.11, -3.00, -2.47], [0.18, -1.85, -2.41], [0.95, -2.17, -2.93], [2.15, 2.40, 2.59], [1.71, 2.91, 1.21], [2.35, 2.34, 1.65], [-0.38, -0.25, 3.61], [0.04, 0.80, 2.61], [-0.68, 0.18, 2.80], [-2.22, -1.91, -2.19], [-1.88, -2.18, -0.69], [-1.49, -2.01, -1.57], [-1.41, 3.45, 2.85], [-1.21, 2.70, 1.66], [-0.65, 3.13, 2.33]],
  "mulliken_charge": [-1.258, -0.350, 0.547, 1.161, 0.313, -2.043, 0.207, 0.167, 0.366, 0.363, -0.009, -0.589, 0.591, 0.274, 0.482, 0.401, 0.364, 0.260, -0.554, 0.288, 0.311, -0.740, 0.363, 0.346, -0.734, 0.356, 0.374, -0.745, 0.327, 0.310, -0.691, 0.266, 0.325, -0.645, 0.130, 0.335, -0.672, 0.363, 0.309, -0.731, 0.327, 0.290, -0.723, 0.335, 0.341, -0.549, 0.256, 0.281, -0.562, 0.280, 0.143, -0.554],
  "homo_lumo_gap_ev": 8.624,
  "e_lumo_ha": 0.0038,
  "e_above_lowest_kj_mol": 303.7,
  "homo_energy_ev": -8.5
}